(1)
Entry from the Open Molecules 2025 dataset: a molecular structure, C22H13BrCrN4Se in a non-equilibrium geometry (ωB97M-V/def2-TZVPD).

Geometry as XYZ:
```
42
Properties=species:S:1:pos:R:3:lowdin_spin:R:1
Cr 0.1891 0.4828 -1.2793 2.79
Se 5.5057 0.4828 4.0368 0.00
N 5.4747 0.4828 2.2420 0.00
C 4.2157 0.4828 1.7712 0.00
C 3.8778 0.4828 0.4083 0.00
C 4.8439 0.4828 -0.6090 0.04
C 4.4414 0.4828 -1.9464 0.00
C 3.0789 0.4828 -2.2567 0.04
N 2.1504 0.4828 -1.2632 0.02
C 2.5079 0.4828 0.0481 0.04
C 1.5166 0.4828 1.0394 0.03
N 0.2052 0.4828 0.6820 0.00
C -0.7881 0.4828 1.6106 0.03
C -0.4777 0.4828 2.9731 0.00
C 0.8598 0.4828 3.3755 0.03
C 1.8770 0.4828 2.4093 0.00
C 3.2399 0.4828 2.7470 0.00
N 3.7108 0.4828 4.0060 0.00
H 5.9013 0.4828 -0.3746 0.00
H 5.1797 0.4828 -2.7378 0.00
H 2.7590 0.4828 -3.2901 0.00
H -1.8216 0.4828 1.2909 0.00
H -1.2689 0.4828 3.7116 0.00
H 1.0943 0.4828 4.4328 0.00
Br -1.3722 2.2839 -1.2793 0.02
C -2.8571 1.1065 -1.2793 -0.03
C -4.1441 1.6468 -1.2793 0.00
C -5.2498 0.7990 -1.2793 -0.01
C -5.0688 -0.5857 -1.2793 0.01
C -3.7787 -1.1415 -1.2793 0.00
C -3.5745 -2.5317 -1.2793 0.03
C -2.2829 -3.0630 -1.2793 0.00
C -1.1817 -2.2119 -1.2793 0.02
C -1.3722 -0.8322 -1.2793 -0.04
C -2.6580 -0.2804 -1.2793 0.00
H -4.2935 2.7233 -1.2793 0.00
H -6.2541 1.2153 -1.2793 0.00
H -5.9452 -1.2309 -1.2793 0.00
H -4.4232 -3.2124 -1.2793 0.00
H -2.1382 -4.1404 -1.2793 0.00
H -0.1728 -2.6134 -1.2793 0.00
H -1.5039 0.4828 -1.2793 -0.02
```

Strongest force on any atom in eV Å⁻¹: 5.986
Lowest unoccupied orbital energy (alpha / beta) in Ha: -0.141 / -0.143
M in g/mol: 544.234
HOMO energy (alpha / beta) in eV: -9.66 / -9.07
Net charge: +1
Frontier orbital gap (alpha / beta) in eV: 5.831 / 5.170
2S+1: 4

=====

(2)
Entry from the Open Molecules 2025 dataset: 3 unconnected molecules or ions with the total composition C11H20N2O5 in a non-equilibrium geometry (ωB97M-V/def2-TZVPD).

Geometry as XYZ:
```
38
Properties=species:S:1:pos:R:3:lowdin_charge:R:1
C 1.9642 -1.2329 -0.3784 -0.29
C 1.2949 -1.5881 0.9957 -0.30
C 2.3849 0.4161 -0.1765 -0.13
C 3.4903 0.7508 -1.1829 -0.59
C 4.0906 2.0096 -0.5506 -0.11
C 4.6311 -0.2588 -1.2185 -0.11
C -0.4858 0.0674 0.3632 -0.29
C -0.9085 1.4214 1.1481 -0.38
C -1.7970 -0.5126 0.0809 -0.15
C -2.8981 0.4151 -0.7048 -0.07
C -4.2465 -0.2066 -0.6915 -0.60
H 0.8681 -2.1485 -1.7801 0.10
H 1.5639 -0.5947 -2.1414 0.07
H 2.8150 -1.8444 -0.3011 0.07
H 1.5372 0.9768 -0.1176 0.05
H 2.9413 0.2466 0.8010 0.13
H 2.9097 0.9425 -2.1444 0.14
H 3.3533 2.6013 0.0662 0.09
H 4.9761 1.4100 0.0314 0.11
H 4.3751 2.5963 -1.4348 0.07
H 4.4036 -0.9879 0.1660 0.22
H 4.0724 -0.7847 -2.2473 0.13
H 6.0345 0.2007 -1.2463 0.20
H -0.6533 -1.3609 2.0288 0.20
H 0.0372 0.3131 -0.5198 0.10
H -1.9652 -1.5790 -0.6961 0.21
H -2.2410 -0.5981 1.0941 0.12
H -2.4005 0.3419 -1.7232 0.15
H -2.8020 1.3865 -0.2919 0.06
H -5.8680 -0.0035 -1.3180 0.11
H 0.4191 0.8937 2.4287 0.07
N 1.0852 -1.2005 -1.5043 0.06
N 0.0888 -0.8283 1.4179 0.07
O 1.7380 -2.5423 1.7304 0.00
O -1.7468 2.1741 0.7263 0.10
O -4.5608 -1.2284 -0.2348 0.14
O -5.0722 0.4888 -1.4647 0.13
O -0.0725 1.6710 2.2230 0.11
```

Strongest force on any atom in eV Å⁻¹: 8.149
Lowest unoccupied orbital energy in Ha: 0.013
M in g/mol: 260.290
HOMO energy in eV: -9.68
Net charge: 0
Frontier orbital gap in eV: 10.036

=====

(3)
Entry from the Open Molecules 2025 dataset: a molecular structure, C22H33ClCoN3O2PS (ωB97M-V/def2-TZVPD).

Geometry as XYZ:
```
64
Properties=species:S:1:pos:R:3:lowdin_spin:R:1
Co -0.6689 1.1067 0.6861 2.96
C -3.1826 5.4042 -0.4479 0.00
C -2.2446 4.2448 -0.6225 0.00
O -2.0451 3.4248 0.2678 0.02
N -1.6550 4.1082 -1.8331 0.00
C -0.7459 3.0066 -2.1103 0.00
C -1.5141 1.7180 -2.2684 0.01
C -2.1363 1.4233 -3.4728 0.00
C -2.9464 0.3066 -3.5764 0.00
C -3.1267 -0.4891 -2.4566 0.00
C -2.4538 -0.1552 -1.3008 0.00
N -1.6409 0.9079 -1.2049 0.06
H -3.1640 5.7213 0.5908 0.00
H -4.1933 5.0667 -0.6842 0.00
H -2.9354 6.2448 -1.0947 0.00
H -1.8691 4.7665 -2.5619 0.00
H -0.0268 2.9205 -1.3013 0.00
H -0.2074 3.2399 -3.0269 0.00
H -1.9959 2.0849 -4.3175 0.00
H -3.4386 0.0694 -4.5103 0.00
H -3.7703 -1.3568 -2.4709 0.00
H -2.5679 -0.7448 -0.4024 0.00
C 1.7056 -3.4893 -0.1858 0.01
C 0.5099 -2.5351 -0.2612 0.02
C -0.7690 -3.2766 0.1450 0.00
C 0.3931 -2.0812 -1.7240 0.00
P 0.7469 -1.0146 0.8394 0.13
C 2.4048 -0.4275 0.3405 0.01
C 3.5900 -0.6318 1.0417 0.00
C 4.7994 -0.1741 0.5355 0.00
C 4.8457 0.4889 -0.6797 0.00
C 3.6704 0.7124 -1.3834 0.00
C 2.4645 0.2693 -0.8694 0.00
C 0.7408 -1.4759 2.6622 0.01
C 1.6105 -2.6849 3.0369 0.01
C -0.6926 -1.7849 3.1261 0.00
C 1.2004 -0.2169 3.4200 0.00
H 1.5559 -4.2708 -0.9356 0.00
H 1.7982 -3.9764 0.7802 0.00
H 2.6440 -2.9856 -0.4184 0.00
H -1.0228 -3.9992 -0.6335 0.00
H -1.6246 -2.6098 0.2739 0.00
H -0.6317 -3.8324 1.0702 0.00
H 0.0696 -2.9360 -2.3225 0.00
H 1.3546 -1.7550 -2.1160 0.00
H -0.3296 -1.2817 -1.8706 0.00
H 3.5950 -1.1379 1.9934 0.00
H 5.7074 -0.3381 1.1005 0.00
H 5.7902 0.8422 -1.0714 0.00
H 3.6923 1.2457 -2.3248 0.00
H 1.5509 0.4869 -1.4116 0.00
H 1.1242 -3.6187 2.7582 0.00
H 1.7218 -2.6931 4.1238 0.00
H 2.6063 -2.6845 2.6040 0.00
H -1.0389 -2.7570 2.7877 0.00
H -1.4077 -1.0286 2.8105 0.00
H -0.6918 -1.8018 4.2187 0.00
H 2.1870 0.1329 3.1238 0.00
H 1.2269 -0.4493 4.4867 0.00
H 0.4986 0.6071 3.2852 0.00
O -4.4948 1.4025 1.0818 0.07
S -3.3852 1.5465 1.9933 0.10
N -2.1456 0.7560 1.6855 0.29
Cl 0.9587 2.4389 1.0022 0.28
```

Strongest force on any atom in eV Å⁻¹: 0.615
Lowest unoccupied orbital energy (alpha / beta) in Ha: -0.110 / -0.192
M in g/mol: 528.952
HOMO energy (alpha / beta) in eV: -11.73 / -11.92
Net charge: +1
Frontier orbital gap (alpha / beta) in eV: 8.731 / 6.703
2S+1: 5

=====

(4)
Entry from the Open Molecules 2025 dataset: 8 unconnected molecules or ions with the total composition C15H41N9O18P (ωB97M-V/def2-TZVPD).

Geometry as XYZ:
```
84
Properties=species:S:1:pos:R:3:lowdin_charge:R:1
C 4.0935 0.7716 1.6162 -0.02
C 3.3823 2.0389 2.0788 -0.37
O 3.0738 1.8871 3.4582 -0.04
C 2.1537 2.4033 1.2066 -0.05
N 0.7660 2.0093 1.6983 -0.17
C 0.8104 0.5389 2.0031 -0.13
P -0.6760 -0.2822 2.6381 0.44
O -1.1876 0.2382 3.9063 -0.24
O -1.7645 -0.2721 1.4637 -0.12
O -0.0522 -1.7427 2.6229 -0.09
C -0.1310 2.2366 0.4794 -0.09
C -1.4472 2.9779 0.6591 -0.18
N -1.3119 4.0186 1.6700 -0.04
C -1.0305 3.3490 2.9343 -0.19
C 0.3887 2.8275 2.9300 -0.08
H 5.1263 0.7979 1.9598 0.09
H 4.0797 0.6678 0.5309 0.07
H 3.6416 -0.1074 2.0781 0.08
H 4.0839 2.8679 1.9514 0.15
H 3.2745 2.7013 3.9392 0.07
H 2.2697 1.9181 0.2356 0.11
H 2.0834 3.4745 1.0223 0.14
H 1.1589 0.0293 1.1042 0.11
H 1.5444 0.3801 2.7927 0.11
H -2.6457 -0.1239 1.8421 0.11
H -0.7109 -2.4445 2.7359 0.11
H -0.3027 1.2596 0.0402 0.10
H 0.4718 2.7844 -0.2360 0.09
H -2.2778 2.2938 0.8770 0.11
H -1.6591 3.4396 -0.3062 0.12
H -2.2126 4.4756 1.7578 0.12
H -1.7487 2.5472 3.1423 0.11
H -1.0920 4.0632 3.7562 0.14
H 1.0742 3.6709 2.9582 0.13
H 0.5795 2.2168 3.8042 0.12
C 2.5119 3.3290 7.4737 0.06
N 3.7959 3.8131 6.8944 -0.44
O 3.8603 3.9884 5.6866 0.03
O 4.7014 4.0081 7.6641 0.10
H 1.7971 3.2023 6.6700 0.08
H 2.7233 2.3920 7.9797 0.11
H 2.1853 4.0749 8.1918 0.11
C 1.4273 5.0268 -3.2237 0.07
N 0.6850 3.7956 -2.8429 -0.43
O -0.4968 3.7260 -3.1015 0.08
O 1.3097 2.9186 -2.2727 0.03
H 0.7347 5.7013 -3.7114 0.10
H 1.8327 5.4518 -2.3104 0.10
H 2.2344 4.7229 -3.8837 0.11
C -1.7275 -1.7001 -1.6263 0.05
N -1.5884 -2.9889 -2.3527 -0.43
O -2.2320 -3.9443 -1.9773 0.07
O -0.8135 -2.9970 -3.2890 0.06
H -2.4364 -1.8282 -0.8179 0.09
H -0.7407 -1.4335 -1.2618 0.07
H -2.0744 -0.9602 -2.3441 0.09
C -3.4557 2.6671 -5.1077 0.05
N -4.0155 2.0078 -3.8951 -0.45
O -3.5724 0.9173 -3.5891 0.04
O -4.8758 2.6045 -3.2880 0.07
H -2.7047 2.0092 -5.5271 0.09
H -4.2724 2.8368 -5.8024 0.10
H -3.0283 3.6124 -4.7872 0.09
C 2.0248 -1.0661 -3.2734 0.08
N 2.1065 -0.1022 -2.1421 -0.41
O 1.1213 0.0370 -1.4328 0.02
O 3.1469 0.4905 -1.9767 0.08
H 1.0361 -1.5106 -3.2887 0.07
H 2.2328 -0.5061 -4.1805 0.11
H 2.7992 -1.8099 -3.1092 0.11
C -2.1879 -6.7656 -0.5238 0.03
N -2.7990 -8.1045 -0.2971 -0.46
O -3.9523 -8.2692 -0.6442 0.06
O -2.0902 -8.9510 0.2009 0.07
H -2.9306 -6.1181 -0.9711 0.08
H -1.8583 -6.3973 0.4431 0.10
H -1.3353 -6.9147 -1.1823 0.09
C -2.4046 -8.9880 -3.9065 0.05
N -1.1286 -8.3362 -4.3099 -0.45
O -0.9720 -8.0493 -5.4749 0.08
O -0.3264 -8.1236 -3.4200 0.05
H -3.0349 -9.0928 -4.7808 0.10
H -2.1592 -9.9494 -3.4658 0.11
H -2.8582 -8.3387 -3.1635 0.08
```

Strongest force on any atom in eV Å⁻¹: 0.496
Lowest unoccupied orbital energy in Ha: -0.101
M in g/mol: 666.512
HOMO energy in eV: -12.41
Net charge: +1
Frontier orbital gap in eV: 9.667

=====

Repeat the second record exactly.
Entry from the Open Molecules 2025 dataset: 3 unconnected molecules or ions with the total composition C11H20N2O5 in a non-equilibrium geometry (ωB97M-V/def2-TZVPD).

Geometry as XYZ:
```
38
Properties=species:S:1:pos:R:3:lowdin_charge:R:1
C 1.9642 -1.2329 -0.3784 -0.29
C 1.2949 -1.5881 0.9957 -0.30
C 2.3849 0.4161 -0.1765 -0.13
C 3.4903 0.7508 -1.1829 -0.59
C 4.0906 2.0096 -0.5506 -0.11
C 4.6311 -0.2588 -1.2185 -0.11
C -0.4858 0.0674 0.3632 -0.29
C -0.9085 1.4214 1.1481 -0.38
C -1.7970 -0.5126 0.0809 -0.15
C -2.8981 0.4151 -0.7048 -0.07
C -4.2465 -0.2066 -0.6915 -0.60
H 0.8681 -2.1485 -1.7801 0.10
H 1.5639 -0.5947 -2.1414 0.07
H 2.8150 -1.8444 -0.3011 0.07
H 1.5372 0.9768 -0.1176 0.05
H 2.9413 0.2466 0.8010 0.13
H 2.9097 0.9425 -2.1444 0.14
H 3.3533 2.6013 0.0662 0.09
H 4.9761 1.4100 0.0314 0.11
H 4.3751 2.5963 -1.4348 0.07
H 4.4036 -0.9879 0.1660 0.22
H 4.0724 -0.7847 -2.2473 0.13
H 6.0345 0.2007 -1.2463 0.20
H -0.6533 -1.3609 2.0288 0.20
H 0.0372 0.3131 -0.5198 0.10
H -1.9652 -1.5790 -0.6961 0.21
H -2.2410 -0.5981 1.0941 0.12
H -2.4005 0.3419 -1.7232 0.15
H -2.8020 1.3865 -0.2919 0.06
H -5.8680 -0.0035 -1.3180 0.11
H 0.4191 0.8937 2.4287 0.07
N 1.0852 -1.2005 -1.5043 0.06
N 0.0888 -0.8283 1.4179 0.07
O 1.7380 -2.5423 1.7304 0.00
O -1.7468 2.1741 0.7263 0.10
O -4.5608 -1.2284 -0.2348 0.14
O -5.0722 0.4888 -1.4647 0.13
O -0.0725 1.6710 2.2230 0.11
```

Strongest force on any atom in eV Å⁻¹: 8.149
Lowest unoccupied orbital energy in Ha: 0.013
M in g/mol: 260.290
HOMO energy in eV: -9.68
Net charge: 0
Frontier orbital gap in eV: 10.036